Molecular formula: C33H57FLuN2O2Si
Method: DFT, ωB97M-V/def2-TZVPD

Properties
Energy relative to the best compared isomer or geometry (same formula, charge and spin): 0.0 kcal per mole
Orbital gap (spin up / spin down): 8.5 / 8.5 eV
DFT total energy: -86433.981 eV
Charge: +1

CARTESIAN COORDINATES (ANGSTROEM)
H -3.4829 3.2459 2.5729
F -0.6796 -0.1317 1.5498
C -0.8312 -3.7371 0.1576
O -0.0537 6.3535 2.3584
C -0.6913 1.7734 -3.6521
H 0.0795 2.2647 3.0266
H 1.5957 3.4806 -2.5646
H -1.4806 1.6396 1.2339
H 1.7265 6.0863 1.3670
C -2.2996 -1.9242 -0.7882
C -4.5490 -3.0199 0.4335
C 0.7144 4.1034 -2.3520
H 2.7847 2.0215 -1.5291
H -3.4581 1.0384 3.8036
H 3.4113 -3.8699 0.0638
C -3.3112 2.3007 2.0736
C -0.9696 2.1370 3.3112
H 0.8807 4.6302 -1.4049
C -1.4758 3.2327 4.1972
H -0.9076 -3.0863 -4.2727
H -0.9665 8.7388 1.5947
H -0.9588 -4.7325 0.6015
H -1.4530 -3.8248 -2.7500
C 4.7174 -1.7400 0.7113
H -0.1795 -3.1682 0.8347
O -1.7625 2.2389 2.0035
C 0.6367 -1.4103 -3.0863
H 3.7842 -1.3611 -2.7594
H -4.7309 0.0085 -2.1701
H 3.4278 0.3736 -2.9249
H 5.1792 -2.6962 0.9499
H -2.3006 5.1217 -2.2709
H 3.5746 2.8256 -0.1700
H -3.2099 -4.5829 1.1087
C -4.6631 -1.8525 -0.3185
H 2.7955 -3.1530 -1.4318
C -3.8592 1.1000 2.7879
N 1.6925 -0.5273 -1.0697
H -5.4240 -3.4523 0.9177
C -2.3017 4.1693 -2.8184
C -3.6979 -0.0765 -1.8018
C 2.8320 -3.0312 -0.3406
H 2.8895 -0.7662 -4.1789
H 2.0325 6.3143 3.9050
C 2.9143 1.9880 -0.4333
H -3.2620 3.6666 -2.6352
H -2.2904 2.4620 -0.4637
H -2.5112 3.0562 4.5003
C 2.8958 -0.5203 -0.2796
H -1.3584 0.9095 -3.5298
C -3.5521 -1.3007 -0.9523
H -2.3551 7.7492 2.1046
H -3.0396 -0.0918 -2.6772
H -0.8057 3.1976 0.0874
C 3.5209 0.6979 0.0250
H -0.9663 2.2668 -4.6018
H 1.8064 -3.1276 0.0397
H 1.4359 4.6414 4.0618
C 3.0276 -0.6329 -3.1023
C -3.3097 -3.6470 0.5606
H 0.8463 4.5670 1.6844
H 1.9326 2.2087 0.0311
C 1.7214 -0.8401 -2.3916
H 0.0002 6.8532 0.3462
C 4.7561 0.6710 0.6694
H -3.6604 0.1778 2.2293
C -2.1717 -3.0955 -0.0212
C 5.3536 -0.5391 1.0152
Lu -0.2128 0.2619 -0.3139
H -1.1407 1.1241 3.6926
H -2.4234 -2.5379 -3.5127
H -1.3857 4.2076 3.6990
H -4.9444 1.1883 2.8926
H -3.6150 2.3475 1.0203
H -1.3690 5.8150 0.8116
H 5.2527 1.6172 0.8735
C 1.1073 5.5610 2.1139
C 3.4865 -1.7467 0.0610
H 2.8880 4.9784 3.1185
H -3.4954 0.8517 -1.2416
H 6.3191 -0.5473 1.5154
H -5.6331 -1.3705 -0.4384
H 0.6396 4.8528 -3.1548
H -0.3053 -3.8701 -0.7952
N -1.1319 -1.3597 -1.4252
C -0.7383 6.6613 1.1478
H -2.2317 4.3855 -3.8943
C -1.2023 2.4342 -0.5927
H 0.8121 -1.6367 -4.1364
H -2.0951 8.1095 0.3891
H 0.3393 1.4087 -3.7544
C -0.6016 -1.8532 -2.5629
C -1.5971 7.8866 1.3282
C -1.3972 -2.8803 -3.3153
Si -0.8595 3.0776 -2.3081
C 1.9040 5.3615 3.3820
H -0.8606 3.2705 5.1037

Forces on atoms 1 to 3 (eV/Å):
H -0.1 0.0 -0.1
F -0.1 0.0 0.6
C 0.2 -0.6 0.1

Löwdin atomic charge list, values in e, 6 entries: atom 1 (H): 0.120, atom 2 (F): -0.491, atom 3 (C): -0.038, atom 4 (O): -0.162, atom 5 (C): -0.177, atom 6 (H): 0.128